No. 1
18
Properties=species:S:1:pos:R:3:forces:R:3 method="wB97M-V/def2-TZVPD" multiplicity=1 largest_force_ha_per_bohr=0.0563 orbital_gap_ev=4.486 relative_energy_kcal_mol=196.99
H -1.58677 2.70446 1.29233 0.8 0.2 -0.3
C -1.44727 1.82775 0.66290 -1.7 -0.1 0.4
H 0.46831 0.51844 -3.06763 -0.3 -0.8 0.0
C 0.93270 -1.66116 1.41632 2.3 -0.2 -0.1
H 2.16408 -0.32246 0.24315 -0.7 0.4 -0.3
C 0.08941 0.51643 -2.04918 0.6 2.1 1.8
C 0.14824 -1.34104 -0.05563 -0.1 2.1 -2.0
H 1.13245 -2.71165 1.65501 -0.9 -0.2 0.1
C 1.60075 -1.22242 0.02783 -0.3 -0.7 0.5
C -1.09140 1.27189 -1.79903 -0.5 -0.3 -2.1
C -1.51757 1.78369 -0.64027 1.6 -0.6 0.5
H 0.83500 0.71976 -1.28532 0.3 -0.7 -0.2
H -1.66810 0.90956 1.22961 0.0 0.0 -0.2
H 2.10024 -1.87474 -0.67246 0.4 -0.7 0.6
H -1.62655 1.39899 -2.74301 -0.8 0.0 0.6
O 0.81712 -0.77596 2.27715 -0.5 -0.1 0.1
H -0.35464 -2.15462 -0.56479 0.3 -0.2 0.1
H -0.38898 -0.41107 0.00745 -0.4 -0.4 0.7

***

No. 2
18
Properties=species:S:1:pos:R:3:forces:R:3 method="wB97M-V/def2-TZVPD" multiplicity=1 largest_force_ha_per_bohr=0.0273 orbital_gap_ev=10.260 relative_energy_kcal_mol=12.19 smiles="O=C1C[C@H]2CCC[C@@H]12"
H -2.12420 0.68756 0.51701 -0.2 -0.3 0.2
C -1.30882 0.64252 -0.19950 0.3 0.8 0.4
H 0.82411 -0.60357 1.92650 0.5 -0.1 0.5
O 2.68414 -0.78446 -0.44204 -0.7 0.7 0.3
H 1.02039 1.52684 -1.36278 0.3 0.0 0.5
H -2.06467 -1.23285 -1.06481 0.6 0.2 0.2
C -0.33940 -1.50115 0.32256 0.0 -0.2 0.0
C 0.60234 -0.42224 0.89382 -0.5 -0.6 0.0
C 1.77032 -0.11365 -0.02653 0.5 -0.1 -0.3
C -0.00681 0.95581 0.54938 -0.4 0.1 0.1
H 1.83557 2.07839 0.13989 0.4 0.4 0.1
H -1.01592 -1.86185 1.12079 0.2 0.2 -0.4
H -0.50039 -0.67772 -1.69057 -0.1 -0.1 0.3
H -0.17490 1.66501 1.35338 0.0 -0.1 0.2
C -1.11033 -0.74484 -0.77219 -0.5 -0.5 -0.6
H 0.22041 -2.36445 -0.07359 -0.2 0.3 0.2
H -1.53527 1.44028 -0.89820 0.0 -0.1 -0.5
C 1.22343 1.31038 -0.29312 0.0 -0.6 -1.3

***

No. 3
18
Properties=species:S:1:pos:R:3:forces:R:3 method="wB97M-V/def2-TZVPD" multiplicity=1 largest_force_ha_per_bohr=0.2343 orbital_gap_ev=8.970 relative_energy_kcal_mol=211.38 smiles=O[C@]12C[C@H]3C[C@@H]3[C@H]1C2
C -0.91869 -0.56267 -2.34025 1.8 1.4 -1.2
H 1.03541 0.32598 2.81620 -1.3 -1.9 -2.2
C 0.19884 0.07319 1.08272 -1.6 3.7 -7.6
C 0.73728 1.31335 0.58464 -1.0 4.9 -0.4
H -0.48075 -1.43939 -2.77684 -0.3 -0.3 -0.8
C 0.19330 0.06971 -1.28293 -1.0 0.2 -2.7
H -0.02823 1.09987 -1.02429 -2.0 -0.7 -3.2
H 2.18694 -0.09282 -0.08652 0.6 -0.7 0.1
C -1.26498 -0.05493 0.52171 1.5 -5.0 1.8
H -1.59744 0.95048 0.46780 -1.3 0.3 -0.4
O 0.72334 -0.36768 2.09578 3.8 -2.8 11.1
C 1.14873 0.13071 -0.14638 1.1 -0.9 -0.6
H -0.23771 1.76026 -0.05214 3.3 1.0 2.6
H -1.63401 -0.67212 1.41914 -0.9 0.7 -1.7
H 1.47020 1.98886 1.10520 -0.9 -0.8 -0.2
H -1.43621 0.14631 -3.18570 1.0 -1.6 3.0
C -0.86001 -0.85649 -0.86791 -3.3 4.6 1.7
H -0.47179 -1.80329 -0.75868 0.5 -2.1 0.9

***

No. 4
18
Properties=species:S:1:pos:R:3:forces:R:3 method="wB97M-V/def2-TZVPD" multiplicity=1 largest_force_ha_per_bohr=0.0971 orbital_gap_ev=10.205 relative_energy_kcal_mol=60.89 smiles=c1ccccc1.CO
C -0.94397 1.32549 0.13954 0.8 0.9 -0.1
H -0.79055 -1.50130 2.16409 0.1 0.4 -0.6
H -1.86605 -2.29371 0.05530 0.0 0.2 -0.1
H -1.48800 1.33808 -1.82561 -0.4 2.6 -3.2
O 1.99167 -1.01698 -0.38477 -3.9 0.1 2.0
H 3.71417 -0.05676 -0.44759 -1.8 1.6 0.3
C -1.53093 -1.25144 0.02680 1.6 -3.2 3.2
H -2.12063 -1.10357 -2.05970 1.2 1.1 1.5
H 0.98904 -1.10132 0.09000 4.1 0.9 -1.9
C 2.61597 0.27059 -0.23624 1.0 -1.1 1.9
H 2.16643 1.04377 -0.82792 0.1 0.1 -1.3
H -0.79970 2.38930 0.09254 0.1 0.4 0.5
C -0.66594 0.60867 1.27623 2.1 -1.7 2.4
C -0.85183 -0.84743 1.28680 -2.0 3.6 -2.8
H 2.49691 0.79962 0.79572 0.5 -1.5 -1.1
C -1.59206 -0.60668 -1.16409 -0.9 1.2 -0.2
H -0.06300 1.23528 2.06223 -1.6 -1.7 -1.0
C -1.26154 0.76841 -1.04335 -1.1 -3.7 0.5

***

No. 5
19
Properties=species:S:1:pos:R:3:forces:R:3 method="wB97M-V/def2-TZVPD" multiplicity=1 largest_force_ha_per_bohr=0.0868 orbital_gap_ev="7.003 / 7.007" relative_energy_kcal_mol=129.82
H -0.33463 -0.37946 -3.05421 0.2 0.0 0.2
C 0.48013 1.04440 0.21569 -2.4 -1.9 1.2
C 0.86465 2.09273 0.67470 0.3 1.1 0.3
H -0.02912 1.32235 -2.65265 0.0 -0.1 0.0
H 0.42060 -2.22094 -1.49889 -0.2 0.2 0.1
C 0.47183 -1.49474 -0.68620 -0.9 0.7 1.6
C -0.30195 0.35087 -2.23966 -0.2 0.7 0.5
O 1.98431 0.00376 -1.59396 -1.7 0.7 0.7
H 0.44520 -0.70932 2.40394 0.0 0.0 0.0
C -1.04683 0.18748 1.19034 -0.1 2.4 -1.1
H -1.24019 -1.05121 2.87512 0.0 0.1 0.0
H -0.47005 -1.41844 -0.08015 0.3 -0.8 -0.8
H -0.51069 0.55555 3.19499 -0.1 0.1 -0.2
H 1.21263 3.04521 0.98322 0.2 0.2 0.1
O -2.11064 0.43197 0.76086 1.6 -0.7 0.4
H 1.25139 -1.79956 0.01123 0.1 0.1 -0.1
C -0.55032 -0.28977 2.50746 0.3 -0.7 -0.3
C 0.75914 -0.08693 -1.21887 2.7 -2.2 -2.8
H -1.29546 0.41606 -1.79296 -0.1 0.0 -0.1

***

No. 6
21
Properties=species:S:1:pos:R:3:forces:R:3 method="wB97M-V/def2-TZVPD" multiplicity=1 charge=-1 largest_force_ha_per_bohr=0.0645 orbital_gap_ev="6.020 / 6.020" relative_energy_kcal_mol=96.81
O -2.34748 -0.72442 0.72615 -0.1 -0.6 0.2
S 1.53367 1.13806 1.12224 -0.4 -1.2 0.5
C -0.77170 -0.18781 -1.49399 -0.2 0.6 0.6
C -2.10650 -0.23424 -2.20584 -2.8 -1.2 1.4
H 0.31301 1.66570 -1.57272 0.6 0.1 0.1
C 2.30118 0.49329 2.59065 -2.0 -2.3 -0.4
H -0.44695 -1.19900 -1.43231 0.7 -0.8 0.0
H 2.10422 -1.39163 3.66168 0.7 -0.3 0.5
H -0.03183 0.96218 -3.17592 0.2 0.0 0.9
C 0.26377 0.72487 -2.11249 0.5 -1.0 -1.8
H 0.13039 -2.18135 2.07569 1.1 2.1 0.2
H 2.98903 0.99773 3.16740 1.6 1.1 0.8
O 0.97912 2.50650 1.23668 0.2 0.3 0.2
C 0.68633 -1.15130 2.03812 -1.1 -2.6 0.8
H -2.84001 0.28363 -1.51294 0.3 -0.3 -1.0
C 0.25285 -0.18918 1.24869 0.6 1.7 -2.2
H 1.22159 0.12814 -2.25591 -0.7 1.3 0.7
C 1.80672 -0.75504 2.86281 0.1 1.3 -0.6
H -2.30027 0.18312 -3.22522 0.8 -0.5 0.6
P -1.25848 0.26571 0.35175 -0.6 0.4 -0.9
H -2.47864 -1.33496 -2.09450 0.4 1.9 -0.7

***

No. 7
22
Properties=species:S:1:pos:R:3:forces:R:3 method="wB97M-V/def2-TZVPD" s_squared=2.01 multiplicity=3 largest_force_ha_per_bohr=0.1444 orbital_gap_ev="4.446 / 4.284"
H 1.56036 1.82249 2.10507 -0.5 0.1 1.0
C -2.75166 1.75895 -0.28901 -2.1 -0.9 1.1
H -1.20810 -4.00517 2.19936 0.2 0.5 -0.6
C 1.72241 0.95494 0.25927 0.3 0.3 -0.3
H 2.96034 2.46566 1.16150 -1.0 -2.2 1.0
O -1.31439 -0.11377 -0.84521 1.5 -0.3 -0.3
H -2.96698 1.94158 -1.35560 0.8 -0.2 0.5
H 1.56965 -2.38688 -2.35805 1.9 -2.5 0.5
C 0.78776 -1.77497 -2.12611 -0.2 4.6 0.8
C -0.37197 -2.43044 0.80421 2.5 5.2 -4.6
H 1.27623 -0.84973 -2.59426 -0.8 -0.4 0.8
H 0.01611 -1.93010 -2.81071 -1.6 -0.6 -0.8
H -3.74973 1.35449 0.12625 1.4 0.1 -0.5
C -0.70548 -3.34451 1.49693 -1.9 -4.5 4.0
C -1.61917 0.75525 0.02209 -1.5 1.4 -2.0
H 3.03287 0.71242 1.98363 -0.9 1.1 -0.4
O 1.40643 -0.33422 0.46235 -0.9 0.1 -0.7
O -1.06248 0.85586 1.12587 0.5 0.0 1.5
O 1.48579 1.56902 -0.76343 -0.1 -0.7 0.8
H -2.67885 2.68199 0.28520 0.6 0.0 -0.3
C 2.36941 1.48788 1.50078 2.6 1.7 -1.6
Si 0.24145 -1.19073 -0.39012 -0.8 -2.9 0.3

***

No. 8
19
Properties=species:S:1:pos:R:3:forces:R:3 method="wB97M-V/def2-TZVPD" multiplicity=1 largest_force_ha_per_bohr=0.0601 orbital_gap_ev=9.249 relative_energy_kcal_mol=69.71 smiles="C=C1CC12SCCCS2"
C 1.50463 -1.11680 0.12331 0.4 -1.3 1.9
H 1.16716 -0.90684 1.21781 0.7 -0.2 -1.8
C 2.28222 0.02109 -0.50992 0.6 -1.5 -2.7
H 2.03653 -2.09661 0.13462 0.2 0.9 0.1
C -3.42657 0.20631 -0.40665 -2.3 0.0 -1.0
H -4.25192 0.08503 0.33344 0.6 0.5 -0.8
S 0.04274 -1.56762 -0.79584 -0.6 0.4 -0.6
H 2.45586 -0.33906 -1.64990 -0.7 1.2 2.3
C 1.57484 1.35298 -0.31094 1.8 -0.5 1.8
H 2.17409 2.02323 -0.93798 -0.4 0.6 0.6
C -0.78637 -0.06366 -0.29031 -0.6 -0.3 1.4
C -2.21453 0.06153 0.01418 2.1 -0.3 1.6
H -3.68207 0.36576 -1.49278 0.3 -0.3 1.3
C -1.32740 -0.23386 1.21116 -0.9 -1.2 -1.4
H -0.96782 0.40311 2.03623 -0.7 -0.1 -0.7
H 1.72267 1.49430 0.85302 -0.4 0.5 -2.2
H -1.50765 -1.34247 1.41710 0.8 1.6 0.2
S -0.11646 1.48880 -0.78978 -0.4 0.4 -0.4
H 3.32005 0.16479 -0.15675 -0.5 -0.4 0.3